55
Properties=species:S:1:pos:R:3:lowdin_charge:R:1 method="wB97M-V/def2-TZVPD" total_charge=-1 gap_ev=6.53 max_force_ha_per_bohr=0.0055
H -1.03 -3.43 3.86 0.10
C 2.97 -3.21 -1.99 -0.04
H -2.57 -2.63 5.62 0.09
C 4.76 -2.99 -3.58 -0.10
O -0.21 0.86 2.53 -0.25
Se 1.17 2.98 0.67 0.68
O -1.95 1.68 4.42 -0.10
C 3.73 2.39 -2.40 -0.19
C -0.77 -0.08 3.24 -0.27
C -0.70 -0.81 -2.19 -1.00
N 3.38 2.74 -1.10 0.13
H 3.72 1.18 -6.02 0.10
H 4.40 -0.16 -1.75 0.09
C 2.53 2.16 -3.06 -0.15
N -1.09 -0.55 -1.12 0.00
C 3.21 -1.92 -1.53 -0.15
O 2.36 -0.03 -0.36 -0.20
H -0.47 2.20 -1.56 0.05
Se -0.10 -1.22 -3.86 0.33
C 0.30 -2.07 2.12 -0.07
H 2.15 -3.77 -1.55 0.11
C 5.01 -1.71 -3.12 -0.09
C 2.04 2.71 -0.96 -0.71
C 3.71 1.55 -5.01 -0.08
H 0.35 -3.16 2.06 0.13
H 5.79 -1.11 -3.57 0.09
H -0.21 3.28 -2.96 0.10
C 4.23 -1.17 -2.10 -0.03
H 3.52 -4.74 -3.38 0.10
H 1.55 1.47 -4.85 0.09
H -2.91 3.26 3.63 0.08
C 4.92 1.80 -4.35 -0.10
N 1.02 -1.43 1.28 -0.13
H 5.35 -3.41 -4.38 0.09
C -2.41 2.36 3.27 -0.07
H -0.08 1.51 -3.14 0.02
N 1.78 -2.14 0.36 0.09
H 3.99 2.84 -0.31 0.15
C -2.32 -0.56 5.07 -0.02
H -3.13 1.75 2.71 0.10
Pd 1.08 0.51 1.08 0.81
C -2.07 -1.93 4.96 -0.11
H 5.85 1.65 -4.88 0.10
H -1.59 2.63 2.60 0.06
C 3.74 -3.74 -3.01 -0.09
H -3.00 -0.17 5.82 0.11
C 2.38 -1.33 -0.45 -0.46
C -1.70 0.34 4.24 -0.24
N 1.51 2.41 -2.15 -0.04
H 5.89 2.39 -2.52 0.11
C 2.49 1.72 -4.37 0.00
C 4.95 2.22 -3.03 -0.03
C -1.22 -2.37 3.98 -0.07
C 0.09 2.35 -2.47 -0.02
C -0.56 -1.48 3.11 -0.13

=====

54
Properties=species:S:1:pos:R:3:mulliken_spin:R:1 method="wB97M-V/def2-TZVPD" total_charge=-2 gap_ev="6.29 / 6.28" s_squared=6.012 spin_multiplicity=5 max_force_ha_per_bohr=0.0859
C -0.35 -2.43 2.17 -0.01
H -2.01 -0.84 0.31 0.00
C -2.19 3.26 -1.51 0.00
H -3.93 -2.24 1.30 0.00
C -2.12 0.61 -2.20 0.00
C 4.36 1.80 1.08 0.00
H -4.01 0.93 -3.15 0.00
H -5.45 -1.51 0.85 0.00
N -1.16 1.09 -1.38 0.01
C -0.01 -3.34 3.17 0.00
O 0.14 4.26 -0.53 0.01
N -1.44 -5.27 -3.59 0.00
Fe 0.61 0.08 -0.07 3.72
C 2.20 2.55 0.17 -0.01
C -4.37 -1.44 0.69 0.00
C 4.11 4.00 0.09 0.00
C 1.08 -3.16 -4.36 -0.01
N 1.78 -3.14 -5.30 0.00
H -4.15 3.33 -2.46 0.00
N 2.32 0.42 0.95 0.03
C 2.13 -2.33 3.32 0.00
H -3.98 0.23 2.02 0.00
H 5.01 1.04 1.56 0.00
N 0.51 -1.49 1.73 0.02
Cl 6.57 3.27 1.07 0.00
C -3.69 -0.12 1.02 0.00
H -1.36 -2.43 1.78 0.00
C 0.15 -3.26 -3.31 0.01
H -4.20 -1.74 -0.34 0.00
C -1.18 2.41 -1.09 0.01
N 0.96 2.11 -0.14 0.06
Cl 4.71 5.53 -0.39 0.00
H 2.15 4.59 -0.60 0.00
S 1.26 -1.17 -2.04 0.05
O 3.83 -0.42 2.52 0.01
C 0.02 3.03 -0.52 -0.01
S -1.13 -2.77 -1.10 0.01
C 2.76 3.79 -0.17 0.00
H -3.90 0.67 0.29 0.00
C 0.11 -2.38 -2.15 0.01
C -3.28 2.75 -2.21 0.00
H -2.08 -0.44 -2.50 0.00
C -3.20 1.41 -2.59 0.00
C 1.75 -1.48 2.28 -0.01
O -2.29 -0.32 1.09 0.00
H -2.11 4.34 -1.29 0.00
C -0.72 -4.35 -3.44 0.00
C 1.24 -3.30 3.77 0.00
H -0.76 -4.06 3.47 0.00
C 4.90 3.03 0.74 0.00
C 3.03 1.54 0.77 0.04
C 2.76 -0.47 1.90 0.02
H 3.14 -2.19 3.74 0.00
H 1.49 -3.99 4.59 0.00